Below is a cluster of 5 separate species, C33H73FO17S in total at a distorted geometry, with properties calculated with ωB97M-V with the def2-TZVPD basis set.

The geometry in ORCA input format:
```
! RIJCOSX wB97M-V def2-TZVPD def2/J DEFGRID3
* xyz 0 1
C -1.58445 1.41207 0.24920
C -0.32620 2.19405 -0.27451
O 0.81512 1.38275 -0.54677
C 1.14817 0.51902 0.54426
C 0.74027 -0.94920 0.16545
C 1.72758 -2.05825 0.67224
C 2.32227 -1.81790 2.11913
C 2.04081 -3.04251 3.08945
C 0.53774 -3.13329 3.50835
F -0.15899 -1.94722 3.28901
C 0.45250 -3.25342 5.09344
O -0.84256 -3.83809 5.39192
S -1.58292 -4.25669 3.97498
O -2.64825 -3.36854 3.45312
O -2.23058 -5.58129 4.10548
O -0.19444 -4.26410 3.02757
H -2.40934 2.17002 0.32353
H -1.42608 1.05269 1.29660
H -1.94762 0.61801 -0.43671
H -0.11531 3.05200 0.41492
H -0.62438 2.64142 -1.25737
H 0.74136 0.86638 1.52517
H 2.26634 0.54632 0.65477
H 0.75227 -0.99297 -0.95511
H -0.32572 -1.12180 0.45189
H 1.12822 -3.00881 0.73552
H 2.50466 -2.27041 -0.10415
H 3.43568 -1.78494 2.02000
H 1.92867 -0.92406 2.64555
H 2.40634 -4.00029 2.66241
H 2.62293 -2.81643 4.01747
H 0.38909 -2.22994 5.52088
H 1.33115 -3.81844 5.48732
C -5.33602 6.23281 4.89114
O -4.43914 6.60216 3.86432
C -3.25462 5.81748 3.87462
C -2.61807 5.79063 2.49524
O -3.26304 4.89700 1.59185
C -4.52497 5.32066 1.08159
C -4.41867 6.44204 0.06176
O -4.24140 7.69174 0.71554
C -3.63828 8.65251 -0.12655
H -4.88445 6.39226 5.87652
H -6.22543 6.85556 4.80071
H -5.63628 5.18559 4.77828
H -3.47644 4.79206 4.19119
H -2.55887 6.27416 4.58966
H -1.60151 5.40346 2.60440
H -2.53284 6.79051 2.06816
H -5.21310 5.57165 1.88949
H -4.93607 4.44445 0.57362
H -5.34714 6.49781 -0.52008
H -3.57984 6.24048 -0.61440
H -2.64781 8.31291 -0.44868
H -3.51746 9.57285 0.44392
H -4.26932 8.85273 -0.99881
C 5.78218 1.86047 -3.78547
O 6.43663 1.66074 -2.54809
C 5.64852 2.09014 -1.44716
C 6.05333 1.35518 -0.18075
O 5.53122 0.03062 -0.10561
C 6.15178 -0.93068 -0.95557
C 7.54311 -1.33499 -0.49704
O 8.49612 -0.35313 -0.87970
C 9.65661 -0.39508 -0.07523
H 5.59154 2.92594 -3.95480
H 6.43002 1.48325 -4.57559
H 4.84295 1.29813 -3.81466
H 4.58498 1.91327 -1.64437
H 5.81763 3.16622 -1.31546
H 5.61374 1.88546 0.66815
H 7.13398 1.36239 -0.03390
H 6.14776 -0.59918 -1.99458
H 5.51130 -1.81533 -0.90112
H 7.82672 -2.28066 -0.97588
H 7.54369 -1.46638 0.59136
H 9.40331 -0.20780 0.97407
H 10.32943 0.39270 -0.41233
H 10.16070 -1.36227 -0.17370
C -9.22326 -7.59616 4.52324
O -8.72111 -6.30959 4.81423
C -8.94815 -5.93480 6.16599
C -7.93274 -4.89614 6.61318
O -6.65907 -5.44883 6.92865
C -5.85523 -5.85707 5.82115
C -5.26860 -4.69581 5.03731
O -6.24898 -4.15313 4.15501
C -5.97077 -2.81452 3.79724
H -10.31004 -7.62883 4.66048
H -8.98736 -7.82188 3.48369
H -8.73981 -8.34770 5.15677
H -8.88385 -6.80993 6.82254
H -9.95800 -5.50957 6.22794
H -8.29440 -4.45808 7.54741
H -7.84249 -4.08140 5.89349
H -6.39691 -6.54867 5.17483
H -5.02521 -6.41541 6.26141
H -4.43298 -5.04943 4.43260
H -4.91169 -3.92833 5.73492
H -5.95159 -2.17557 4.68779
H -6.77063 -2.46763 3.14252
H -5.01891 -2.74589 3.26581
C 3.08997 2.83953 -10.46245
O 3.70220 1.62498 -10.08218
C 4.97733 1.82631 -9.48803
C 5.33375 0.66312 -8.57780
O 4.67982 0.71357 -7.31253
C 3.29218 0.38683 -7.30807
C 3.01946 -1.09457 -7.50773
O 3.11518 -1.43531 -8.88445
C 3.38339 -2.80913 -9.07566
H 3.69037 3.35631 -11.21928
H 2.11141 2.60618 -10.88085
H 2.94586 3.48497 -9.58931
H 4.98797 2.75630 -8.90843
H 5.71453 1.89639 -10.29758
H 6.40100 0.73143 -8.35157
H 5.17379 -0.29844 -9.06683
H 2.74010 1.00006 -8.02115
H 2.93777 0.66066 -6.31091
H 2.00012 -1.32781 -7.17565
H 3.73464 -1.67884 -6.91733
H 4.33539 -3.08312 -8.60794
H 3.46151 -2.99179 -10.14691
H 2.57322 -3.42188 -8.66661
*
```

Its SMILES is CCOCCCCC[C@]1(F)COS(=O)(=O)O1.COCCOCCOC.COCCOCCOC.COCCOCCOC.COCCOCCOC. As for the LUMO energy: 0.4 eV. The calculation puts the total energy at -3077.946990 a.u. For the frontier orbital gap, the calculation gives 9.0 eV. For the HOMO energy, the calculation gives -8.671 eV.

These are the Löwdin partial charges, in e, on atoms 1 to 2:
1 C -0.09
2 C -0.26



Below is a cluster of 5 separate species, C33H73N7O5P in total at a distorted geometry, with properties calculated with ωB97M-V with the def2-TZVPD basis set.

The geometry in ORCA input format:
```
! RIJCOSX wB97M-V def2-TZVPD def2/J DEFGRID3
* xyz 1 1
C -4.29874 -0.19291 0.95654
C -4.25658 -0.76656 -0.45793
C -3.22173 -1.86946 -0.62532
C -1.74258 -1.54996 -0.48454
N -1.02350 -2.86703 -0.33639
C 0.29302 -2.58654 -0.66185
N 1.28686 -3.45536 -0.32105
N 0.42804 -1.42681 -1.25529
C 1.50015 -1.10024 -2.24749
O 2.71590 -1.72212 -2.06249
C 3.60298 -1.12059 -1.18392
C 3.24023 -0.72195 0.09127
C 4.19237 -0.14958 0.91747
C 5.49219 0.01625 0.47744
C 5.84441 -0.40131 -0.80305
C 4.90305 -0.96331 -1.63447
C -0.96267 -0.93108 -1.66204
P -0.80366 0.92367 -1.92027
C -1.15647 1.25636 -3.70730
C -1.17145 0.06751 -4.67387
C -2.13344 1.82408 -1.05150
C -1.77051 3.31910 -1.08419
H -4.99345 0.64566 1.00899
H -3.33060 0.14476 1.31987
H -4.66202 -0.94959 1.65376
H -4.14524 0.00362 -1.21621
H -5.23126 -1.22275 -0.64645
H -3.42781 -2.61793 0.14624
H -3.35074 -2.38242 -1.58508
H -1.46305 -1.01034 0.42439
H -1.33658 -3.51644 -1.06900
H 1.71516 -3.47788 0.59063
H 1.68825 -4.07027 -1.00536
H 1.09728 -1.44450 -3.20275
H 1.60457 -0.01472 -2.27042
H 2.23877 -0.85916 0.47525
H 3.90202 0.14126 1.91894
H 6.22763 0.45751 1.13533
H 6.86124 -0.28560 -1.15053
H 5.16567 -1.28872 -2.63202
H -1.19981 -1.51645 -2.55579
H -2.11178 1.78276 -3.77770
H -0.39138 1.96900 -4.01332
H -1.70236 0.34935 -5.58370
H -1.68733 -0.80104 -4.27342
H -0.16496 -0.21237 -4.98798
H -3.08367 1.69539 -1.56823
H -2.21557 1.47058 -0.02791
H -0.70362 3.49547 -0.95513
H -2.31457 3.84147 -0.29844
H -2.07438 3.76627 -2.03238
C -1.04932 3.12431 5.07271
C -0.61956 2.49151 3.75498
C 0.08638 3.45181 2.79220
O -0.76377 4.36749 2.13659
C -1.07570 5.54577 2.86720
N -1.77670 1.84142 3.13068
H -1.93952 3.74095 4.94835
H -1.29118 2.34858 5.79778
H -0.25663 3.74707 5.48973
H 0.10616 1.70426 3.98487
H 0.53745 2.85166 1.99416
H 0.90055 3.98819 3.29709
H -0.23084 5.86151 3.48565
H -1.95693 5.41181 3.49662
H -1.29918 6.33246 2.14991
H -1.46188 1.32599 2.31354
H -2.38463 2.56947 2.76375
C -0.79139 -5.97127 -4.92086
C 0.47274 -5.29349 -4.40725
C 1.70975 -6.19592 -4.35813
O 1.71421 -7.11105 -3.28429
C 1.00871 -8.32326 -3.50131
N 0.20049 -4.70459 -3.08561
H -1.22601 -6.63263 -4.17112
H -1.54396 -5.22418 -5.17084
H -0.58562 -6.55812 -5.81621
H 0.71259 -4.47419 -5.09138
H 2.58682 -5.56164 -4.19940
H 1.85123 -6.71613 -5.31296
H 1.09102 -8.64479 -4.54288
H -0.04736 -8.23681 -3.23543
H 1.46306 -9.07935 -2.86402
H 1.02031 -4.16791 -2.81565
H 0.14860 -5.47086 -2.41709
C 5.07739 -7.36852 2.08893
C 3.84002 -7.05955 2.92547
C 2.98186 -5.91920 2.36539
O 3.50970 -4.61901 2.56881
C 4.48594 -4.20248 1.63297
N 4.24618 -6.83702 4.31228
H 5.86455 -6.63205 2.25174
H 5.48219 -8.33872 2.37153
H 4.84354 -7.39392 1.02253
H 3.20226 -7.94878 2.91355
H 2.02121 -5.92431 2.88623
H 2.78069 -6.07960 1.29522
H 4.26226 -4.59023 0.63198
H 5.49741 -4.49871 1.91621
H 4.45856 -3.11224 1.59969
H 3.42843 -6.76130 4.90886
H 4.70428 -5.93264 4.37596
C -2.09953 10.21202 2.61178
C -2.63486 9.24051 1.56562
C -3.44167 9.90930 0.44647
O -4.74440 10.30566 0.81603
C -4.84492 11.55853 1.46719
N -3.38777 8.17980 2.24280
H -2.88439 10.53338 3.29631
H -1.32741 9.72916 3.20997
H -1.66571 11.09834 2.14609
H -1.77279 8.77024 1.07971
H -3.57923 9.17974 -0.35639
H -2.89020 10.76068 0.02556
H -4.10746 12.26665 1.07752
H -4.71821 11.47106 2.54889
H -5.84264 11.94696 1.26921
H -3.64965 7.46944 1.56497
H -4.27379 8.57361 2.54822
*
```

As for the LUMO energy: -3.0 eV. The calculation puts the total energy at -2401.683792 a.u. For the frontier orbital gap, the calculation gives 7.6 eV. For the HOMO energy, the calculation gives -10.611 eV.

These are the Löwdin partial charges, in e, on atoms 1 to 2:
1 C -0.09
2 C -0.24